[1]
Computed, not measured: a 2-piece molecular cluster, C7H20N3P overall in a non-equilibrium geometry, with ωB97M-V/def2-TZVPD.

Last column: Mulliken charge in e.
Positions of all 31 atoms, in Å:
C -0.04 0.04 -2.85  -0.242
C 0.16 1.90 -1.39  -0.619
C -0.96 0.15 4.11  -1.098
C 0.60 1.55 3.02  -0.962
C 1.19 -1.13 -1.13  -1.016
C -0.84 -2.17 -1.89  -0.697
C 0.68 1.29 -2.67  -0.540
N -1.97 -0.76 1.15  -0.430
N -0.46 0.62 2.80  0.036
N 0.13 -1.11 -2.05  0.196
P -1.84 0.91 1.72  -0.107
H -0.85 -0.26 -3.60  0.232
H 0.39 1.39 -0.38  -0.075
H 0.31 2.92 -1.19  0.448
H -1.03 1.87 -1.47  0.243
H -0.13 -0.24 4.80  0.307
H -1.21 1.00 4.71  0.433
H -1.82 -0.52 4.02  0.362
H 0.29 2.58 3.26  0.331
H 1.25 1.29 3.92  0.305
H 1.13 1.48 2.10  0.313
H 1.78 -2.06 -1.16  0.332
H 1.81 -0.37 -1.38  0.351
H 0.79 -1.00 -0.10  0.172
H -1.56 -2.17 -2.73  0.269
H -0.33 -3.10 -1.72  0.330
H -1.41 -2.03 -1.02  0.160
H 1.81 1.16 -2.64  0.238
H 0.47 1.95 -3.64  0.215
H -2.88 -0.93 0.97  0.232
H -1.35 -1.44 1.64  0.279

## Properties
Total charge   0
Gap between HOMO and LUMO (spin up / spin down)   0.2890 / 0.1943 hartree
ΔE to the lowest compared entry with this formula, charge and spin   33.65 kJ/mol
DFT total energy   -21337.7852 eV

---

[2]
Computed, not measured: C4H7NOS as an isolated structure in a non-equilibrium geometry, with ωB97M-V/def2-TZVPD.

Last column: Mulliken charge in e.
Positions of all 14 atoms, in Å:
C -0.76 -0.49 -0.29  0.193
C 0.70 -0.14 -0.45  0.466
C 0.85 -1.12 0.63  -0.261
C 1.32 1.18 -0.08  -1.390
N -0.40 -1.22 0.97  -0.549
O -1.46 -1.27 -1.15  -0.393
S -2.66 1.23 0.10  -0.303
H 1.11 -0.43 -1.46  0.299
H 1.83 -1.43 0.93  0.383
H 1.20 1.38 1.04  0.317
H 0.98 2.03 -0.59  0.360
H 2.35 1.12 -0.26  0.427
H -2.03 -1.68 -0.60  0.378
H -3.04 0.83 1.20  0.073

## Properties
Total charge   0
Gap between HOMO and LUMO   0.2925 hartree
ΔE to the lowest compared entry with this formula, charge and spin   444.88 kJ/mol
DFT total energy   -18629.9388 eV

---

[3]
Computed, not measured: a 2-piece molecular cluster, C4H8O2 overall, with ωB97M-V/def2-TZVPD.

Last column: Mulliken charge in e.
Positions of all 14 atoms, in Å:
C 1.87 1.21 0.60  -1.002
C 0.85 -0.61 -1.12  -0.535
O -0.32 0.01 -1.10  -0.121
C -1.39 -0.87 -0.81  0.709
O -1.78 -1.57 -1.70  -0.459
C -1.95 -0.78 0.57  -0.886
H 1.19 1.82 0.00  0.223
H 1.66 1.37 1.66  0.301
H 2.90 1.46 0.36  0.312
H 1.52 0.13 -1.62  0.269
H 1.71 0.13 0.42  0.292
H -1.20 -1.07 1.31  0.279
H -2.80 -1.46 0.63  0.307
H -2.27 0.24 0.80  0.312

## Properties
Total charge   0
Gap between HOMO and LUMO   0.3552 hartree
ΔE to the lowest compared entry with this formula, charge and spin   388.68 kJ/mol
DFT total energy   -8369.2533 eV

---

[4]
Computed, not measured: C5H7NO as an isolated structure in a non-equilibrium geometry, with ωB97M-V/def2-TZVPD.

Last column: Mulliken charge in e.
Positions of all 14 atoms, in Å:
C 0.95 1.10 1.10  -0.397
N 1.77 0.46 -0.01  -0.653
C 0.36 0.38 -0.03  0.380
C -0.10 -1.02 -0.11  -0.145
C -1.65 -0.56 -0.20  -0.509
C -0.74 0.25 -1.15  -0.111
O -0.12 -0.98 -1.59  -0.413
H 1.04 0.63 2.08  0.239
H 0.90 2.19 1.14  0.238
H 1.96 -0.65 0.30  0.242
H 1.02 -1.62 0.37  0.153
H -2.10 -0.02 0.64  0.232
H -2.33 -1.26 -0.69  0.268
H -0.95 1.04 -1.87  0.476

## Properties
Total charge   0
Gap between HOMO and LUMO   0.3865 hartree
ΔE to the lowest compared entry with this formula, charge and spin   678.82 kJ/mol
DFT total energy   -8829.1674 eV

---

[5]
Computed, not measured: a 2-piece molecular cluster, C2H7N5O overall in a non-equilibrium geometry, with ωB97M-V/def2-TZVPD.

Last column: Mulliken charge in e.
Positions of all 15 atoms, in Å:
C 1.00 -0.48 0.22  0.644
C -2.29 -0.13 -0.05  0.184
H 2.82 0.00 0.17  0.271
H 2.56 -1.84 -0.60  0.280
H -0.38 0.74 0.66  0.436
H 0.23 2.42 -1.00  0.326
H -2.08 -2.10 -0.14  0.268
H -3.33 -0.80 -0.22  0.156
H -2.82 1.78 -0.10  0.167
N 2.26 -0.84 -0.24  -0.464
N 0.73 0.74 0.62  -0.386
N 0.10 -1.40 -0.04  -0.576
N -1.32 -1.19 0.03  -0.162
N -1.99 1.27 -0.12  -0.614
O 1.53 1.69 -0.19  -0.532

## Properties
Total charge   0
Gap between HOMO and LUMO   0.2523 hartree
ΔE to the lowest compared entry with this formula, charge and spin   921.77 kJ/mol
DFT total energy   -11675.6545 eV

---

[6]
Computed, not measured: a 12-piece molecular cluster, C4H29NO11 overall in a non-equilibrium geometry, with ωB97M-V/def2-TZVPD.

Last column: Mulliken charge in e.
Positions of all 45 atoms, in Å:
C -3.44 -2.09 0.65  -0.450
N -2.28 -1.58 0.52  -0.193
C -2.06 -0.64 -0.56  0.972
C -2.88 -0.51 -1.59  -1.325
C -0.96 0.34 -0.27  -0.262
H -3.49 -2.84 1.44  0.284
H -4.23 -2.01 -0.09  0.195
H -3.70 -1.12 -1.88  0.260
H -2.73 0.30 -2.31  0.269
H -0.60 0.39 0.74  0.429
H -1.14 1.39 -0.58  0.382
H -0.17 0.19 -0.98  -0.439
O 1.14 -3.63 0.24  -0.689
H 0.36 -3.71 0.82  0.313
H 0.70 -3.27 -0.56  0.329
O 1.82 -1.99 -2.17  -0.585
H 2.54 -2.53 -2.52  0.246
H 1.57 -1.35 -2.87  0.354
O 1.99 1.42 1.20  -0.401
H 1.83 0.49 0.96  0.142
H 1.75 1.47 2.14  0.426
O 3.22 2.49 -1.11  -0.727
H 3.51 1.62 -1.38  0.321
H 3.33 2.55 -0.15  0.305
O 2.47 -1.37 0.43  -0.706
H 2.38 -2.32 0.65  0.350
H 2.21 -1.31 -0.51  0.358
O 0.53 2.23 -1.68  -0.598
H 1.48 2.47 -1.64  0.336
H 0.07 3.01 -1.99  0.273
O 1.21 0.78 3.83  -0.792
H 0.56 0.07 3.56  0.480
H 2.03 0.34 3.59  0.294
O -0.15 3.48 0.80  -0.699
H 0.55 3.80 0.22  0.281
H 0.32 2.70 1.13  0.356
O -3.76 1.16 0.20  -0.580
H -3.72 2.08 -0.09  0.294
H -3.09 1.14 0.90  0.331
O 0.54 0.03 -3.31  -0.744
H 0.56 0.70 -2.60  0.362
H -0.38 -0.03 -3.60  0.302
O -0.22 -1.17 2.81  -0.726
H -0.92 -1.09 2.14  0.331
H 0.47 -1.65 2.33  0.339

## Properties
Total charge   0
Structure (SMILES)   C=NC(=C)C.O.O.O.O.O.O.O.O.O.O.O
Gap between HOMO and LUMO   0.3363 hartree
ΔE to the lowest compared entry with this formula, charge and spin   302.68 kJ/mol
DFT total energy   -28630.2382 eV